No. 1
{"formula": "C37H22As2Br4N2O14S2Ta", "method": "ωB97M-V/def2-TZVPD", "total_charge": -1, "gap_ev": 6.3, "e_lumo_ev": 0.647, "energy_ev": -495445.3646, "e_above_lowest_kcal_mol": 0.0, "species": ["Ta", "O", "As", "O", "O", "C", "C", "C", "C", "C", "C", "S", "O", "O", "O", "H", "H", "H", "H", "H", "Br", "C", "C", "Br", "C", "Br", "C", "O", "C", "O", "C", "Br", "S", "C", "C", "C", "C", "C", "C", "As", "C", "C", "C", "C", "C", "C", "C", "C", "C", "C", "C", "C", "H", "H", "H", "H", "H", "H", "H", "H", "H", "H", "H", "H", "H", "H", "O", "C", "O", "C", "C", "C", "C", "C", "C", "N", "O", "O", "N", "O", "O", "H", "H", "H"], "coordinates": [[1.00524, -0.54798, -1.19757], [3.04779, -1.99794, -4.43177], [1.58066, -2.47909, -3.62245], [0.81008, -1.00422, -3.17709], [2.19853, -2.42663, -1.81760], [3.42696, -2.82426, -1.35974], [3.59649, -4.14189, -0.96464], [4.82083, -4.55797, -0.46785], [5.86904, -3.65510, -0.34521], [5.68885, -2.33660, -0.72870], [4.47251, -1.91795, -1.24822], [4.36165, -0.23632, -1.81505], [4.87760, -0.26389, -3.17177], [5.06383, 0.57205, -0.86326], [2.90152, 0.08969, -1.88924], [3.55983, -1.23696, -4.07958], [2.75059, -4.81403, -1.03288], [4.94994, -5.58778, -0.15969], [6.81955, -3.97414, 0.06131], [6.48362, -1.61043, -0.61916], [3.61321, 3.26209, 4.10695], [3.17443, 1.83394, 2.95183], [3.62349, 0.54353, 3.22061], [4.69406, 0.18979, 4.73418], [3.29106, -0.50499, 2.35514], [3.95553, -2.25381, 2.56238], [2.47812, -0.26043, 1.26503], [2.09262, -1.18254, 0.37943], [2.02882, 1.04049, 0.98795], [1.28774, 1.16670, -0.09788], [2.39661, 2.08753, 1.81759], [1.83637, 3.81085, 1.31438], [-0.32063, -2.77723, -0.93570], [-2.02231, -2.43111, -0.59336], [-3.02547, -3.17072, -1.21668], [-4.35712, -2.95530, -0.89392], [-4.71055, -2.00323, 0.05356], [-3.71679, -1.26058, 0.67703], [-2.38488, -1.46884, 0.35090], [-0.86897, -0.52300, 1.07462], [-0.64392, -1.42011, 2.78280], [-1.44838, -1.15294, 3.88666], [-1.25875, -1.84978, 5.07043], [-0.26829, -2.82006, 5.15572], [0.52884, -3.09379, 4.05473], [0.34233, -2.39739, 2.86785], [-1.58290, 1.20260, 1.59456], [-1.00509, 1.89142, 2.65659], [-1.41608, 3.17971, 2.96613], [-2.40093, 3.79745, 2.20862], [-2.97429, 3.11990, 1.14127], [-2.56782, 1.82874, 0.83618], [-2.75278, -3.91146, -1.95769], [-5.12639, -3.53313, -1.39160], [-5.75104, -1.83495, 0.29974], [-3.98501, -0.51436, 1.41632], [-2.22052, -0.39493, 3.82942], [-1.88339, -1.63221, 5.92802], [-0.11691, -3.35862, 6.08294], [1.30992, -3.84053, 4.11713], [0.96624, -2.60841, 2.00829], [-0.22154, 1.42711, 3.24582], [-0.94872, 3.70662, 3.78815], [-2.71581, 4.80606, 2.44465], [-3.74404, 3.59503, 0.54419], [-3.02464, 1.30339, 0.00713], [0.62185, 1.45237, -2.47346], [-0.58233, 1.28099, -2.26812], [-0.96925, 0.26676, -1.58668], [-1.62031, 2.23111, -2.75645], [-1.23249, 3.47299, -3.23650], [-2.21624, 4.35489, -3.64304], [-3.56199, 4.04821, -3.59391], [-3.90199, 2.79859, -3.11399], [-2.96113, 1.87956, -2.69051], [-5.33281, 2.44263, -3.04040], [-5.61985, 1.38771, -2.51683], [-6.13076, 3.22925, -3.51059], [-1.82383, 5.68628, -4.14843], [-2.71607, 6.44609, -4.47158], [-0.64002, 5.93645, -4.20492], [-0.18527, 3.73745, -3.28064], [-4.31188, 4.75270, -3.91609], [-3.25610, 0.90896, -2.31581]]}



No. 2
{"formula": "C37H24BrClIN4O6Ti", "method": "ωB97M-V/def2-TZVPD", "total_charge": -1, "gap_ev": [4.7, 6.9], "e_lumo_ev": [1.723, 1.721], "energy_ev": -170782.3449, "multiplicity": 3, "e_above_lowest_kcal_mol": 63.7, "species": ["Ti", "O", "C", "O", "C", "C", "C", "N", "C", "C", "C", "C", "C", "C", "C", "N", "C", "C", "C", "C", "C", "N", "H", "H", "H", "H", "H", "H", "H", "H", "H", "H", "O", "Cl", "O", "O", "O", "C", "C", "C", "C", "C", "C", "C", "C", "C", "C", "C", "C", "C", "C", "C", "N", "H", "H", "H", "H", "H", "H", "H", "H", "H", "H", "Br", "C", "C", "C", "C", "C", "C", "I", "H", "H", "H", "H"], "coordinates": [[-0.47408, 0.55883, 0.23018], [-3.59049, 3.69822, 5.46827], [-3.86990, 2.55542, 5.05658], [-4.78691, 1.78597, 5.39936], [-2.89819, 1.98848, 4.00612], [-3.01508, 0.67998, 3.56320], [-2.11977, 0.19533, 2.61317], [-1.21620, 1.03096, 2.05712], [-0.99029, 2.25271, 2.58028], [-1.82244, 2.76777, 3.54135], [0.26213, 2.82474, 2.04925], [0.80338, 4.03231, 2.47658], [2.08402, 4.36803, 2.09132], [2.81107, 3.47293, 1.31010], [2.19712, 2.30834, 0.89943], [0.93727, 1.98991, 1.22164], [-1.83217, -1.17517, 2.22317], [-2.33768, -2.30471, 2.87536], [-1.72813, -3.52002, 2.70180], [-0.57653, -3.59532, 1.90073], [-0.14751, -2.46200, 1.26007], [-0.77219, -1.27151, 1.35870], [-3.79543, 0.07532, 4.00472], [-1.69416, 3.74410, 3.98883], [0.21967, 4.67245, 3.12260], [2.51994, 5.30463, 2.41326], [3.82970, 3.67092, 1.01091], [2.72303, 1.59318, 0.28104], [-3.18070, -2.18881, 3.54247], [-2.10428, -4.39543, 3.21403], [-0.02095, -4.51355, 1.79020], [0.74461, -2.48094, 0.64618], [1.06663, 0.00913, -3.17695], [1.35919, 0.73263, -1.98784], [2.61660, 1.40144, -2.08671], [1.38219, -0.19559, -0.79841], [0.26335, 1.65991, -1.64194], [-4.00976, 3.36125, 0.32076], [-5.01206, 2.44470, -0.00034], [-4.64746, 1.23248, -0.54768], [-3.28998, 0.91894, -0.69750], [-2.25798, 1.73594, -0.21958], [-2.67770, 3.00615, 0.20971], [-2.89445, -0.21870, -1.56130], [-3.77582, -0.55746, -2.64034], [-3.39812, -1.46947, -3.56119], [-2.14926, -2.12465, -3.41716], [-1.71520, -3.11524, -4.33051], [-0.53628, -3.77066, -4.13782], [0.24629, -3.45966, -3.00325], [-0.14973, -2.49815, -2.12098], [-1.35023, -1.77232, -2.31879], [-1.71184, -0.79190, -1.41360], [-4.27966, 4.33925, 0.69941], [-6.05327, 2.68374, 0.16989], [-5.41396, 0.52559, -0.84390], [-1.93578, 3.73860, 0.51799], [-4.71008, -0.02424, -2.72564], [-4.03126, -1.70870, -4.40817], [-2.35048, -3.34663, -5.17736], [-0.20273, -4.52410, -4.83909], [1.18110, -3.97633, -2.83238], [0.47168, -2.25751, -1.27868], [2.66719, -5.52914, -0.49743], [4.49935, -5.16053, -0.24703], [5.29445, -6.18584, 0.25164], [6.64801, -5.97933, 0.45388], [7.21030, -4.74729, 0.15565], [6.41729, -3.72760, -0.34338], [5.05160, -3.92157, -0.54890], [3.95425, -2.32934, -1.27697], [4.84219, -7.14111, 0.47766], [7.25861, -6.78254, 0.84300], [8.26670, -4.57491, 0.31180], [6.85115, -2.76582, -0.57668]]}



No. 3
{"formula": "C37H26N9O4S2Sn", "method": "ωB97M-V/def2-TZVPD", "total_charge": 1, "gap_ev": 6.6, "e_lumo_ev": -4.083, "energy_ev": -87888.3816, "species": ["Sn", "C", "C", "C", "C", "N", "C", "C", "C", "C", "C", "C", "C", "H", "H", "H", "H", "H", "H", "H", "H", "O", "C", "O", "C", "C", "C", "C", "C", "C", "N", "C", "C", "C", "C", "C", "C", "N", "H", "H", "H", "H", "H", "H", "H", "H", "H", "H", "N", "C", "C", "C", "C", "C", "C", "S", "O", "O", "N", "C", "S", "C", "C", "N", "H", "H", "H", "H", "H", "H", "H", "H", "N", "C", "C", "C", "N", "C", "N"], "coordinates": [[-0.74968, 0.54413, -0.25818], [-4.43247, -2.04718, -0.23097], [-5.42893, -1.08152, -0.22520], [-5.09313, 0.25599, -0.32499], [-3.75823, 0.61450, -0.43998], [-2.80693, -0.33477, -0.44986], [-3.12316, -1.63419, -0.33629], [-3.27964, 2.01458, -0.56144], [-4.15089, 3.08735, -0.74262], [-3.65801, 4.37517, -0.87688], [-2.29105, 4.61347, -0.84039], [-1.40891, 3.55274, -0.65897], [-1.91173, 2.26759, -0.51429], [-4.66199, -3.09951, -0.14798], [-6.46807, -1.36895, -0.13260], [-5.86296, 1.01233, -0.29506], [-2.30215, -2.33140, -0.34936], [-5.22113, 2.92954, -0.78987], [-4.34707, 5.19766, -1.01381], [-1.91072, 5.62037, -0.95463], [-0.34390, 3.74246, -0.63370], [4.47539, 3.66794, 4.20964], [4.87848, 3.63960, 2.93143], [5.98222, 3.98220, 2.61914], [3.88442, 3.16333, 1.90670], [2.52214, 3.40855, 2.02487], [1.65134, 2.93826, 1.05865], [2.14360, 2.23998, -0.03404], [3.50429, 2.00378, -0.16825], [4.37142, 2.47684, 0.80118], [1.18574, 1.72925, -0.97601], [1.44278, 1.70048, -2.21655], [0.44051, 1.21825, -3.17989], [0.61163, 1.41277, -4.53534], [-0.38926, 0.98486, -5.39735], [-1.51254, 0.37819, -4.86847], [-1.60268, 0.21472, -3.49281], [-0.64456, 0.62816, -2.66687], [3.62040, 3.23072, 4.34204], [2.13269, 3.95979, 2.87136], [0.58471, 3.10043, 1.16194], [3.87814, 1.39861, -0.98449], [5.43617, 2.30282, 0.72257], [2.37817, 2.09421, -2.61191], [1.50638, 1.89618, -4.90487], [-0.29007, 1.12851, -6.46491], [-2.31283, 0.02581, -5.50416], [-2.45729, -0.26794, -3.03910], [1.81261, -6.27129, 3.48083], [1.75481, -5.11475, 2.76248], [0.62574, -4.27959, 2.86217], [0.54812, -3.12873, 2.12311], [1.60612, -2.77839, 1.27670], [2.72568, -3.59649, 1.15778], [2.79819, -4.75539, 1.89759], [1.51618, -1.33780, 0.33220], [1.19794, -0.17662, 1.16094], [2.67030, -1.26241, -0.51721], [0.11896, -1.38215, -0.54792], [0.12551, -2.07470, -1.78053], [1.52681, -2.33916, -2.77229], [0.53684, -3.13708, -3.91628], [-0.74317, -3.16027, -3.48836], [-0.97088, -2.56018, -2.27065], [1.16703, -6.40853, 4.23852], [2.68137, -6.77166, 3.54006], [-0.16720, -4.53237, 3.55433], [-0.32505, -2.49271, 2.19980], [3.53610, -3.30699, 0.50247], [3.67321, -5.38912, 1.82442], [0.95329, -3.58305, -4.80552], [-1.56662, -3.62716, -4.00834], [-1.41720, 0.56807, 1.82547], [-0.91673, 0.38418, 2.87062], [-0.33336, 0.16763, 4.08032], [0.82033, 0.92900, 4.42769], [1.77014, 1.51996, 4.70065], [-0.78448, -0.91083, 4.89933], [-1.15121, -1.77811, 5.56222]]}